# 1
Density functional theory data (ωB97M-V/def2-TZVPD) for C2H6S2 in the gas phase.

Geometry (Å):
C  0.480  -0.562  -0.086
C  -0.479  0.635  -0.042
H  2.857  -0.947  0.206
H  0.315  -1.179  0.794
H  0.389  -1.305  -0.828
H  -0.309  1.260  -0.842
H  -0.376  1.133  0.927
H  -2.822  0.988  -0.052
S  2.094  0.145  -0.045
S  -2.149  -0.168  -0.032

SMILES: SCCS
Orbital gap, eV: 9.8834
Maximum force, hartree/bohr: 0.07060
Molecular weight, g mol⁻¹: 94.20

=====

# 2
Density functional theory data (ωB97M-V/def2-TZVPD) for a 2-piece molecular cluster, C2H6Si2 overall.

Geometry (Å):
C  -1.367  1.106  -0.167
C  2.779  -0.486  0.068
Si  1.148  0.470  0.140
Si  -2.453  -0.265  0.109
H  -1.707  1.873  -0.848
H  2.771  -1.439  0.423
H  1.244  1.381  1.350
H  3.438  -0.642  -0.798
H  -1.645  -1.537  0.700
H  -3.916  -0.678  0.534

Orbital gap (alpha / beta), eV: 6.5060 / 6.1857
Maximum force, hartree/bohr: 0.07628
Molecular weight, g mol⁻¹: 86.24

=====

# 3
Density functional theory data (ωB97M-V/def2-TZVPD) for C2H70MnO43P as an isolated structure.

Geometry (Å):
O  -5.197  -0.200  3.127
H  -5.241  -0.526  2.225
H  -5.900  -0.619  3.629
H  -4.321  -0.286  3.510
O  -1.916  -1.759  -2.412
H  -2.850  -1.760  -2.192
H  -1.338  -1.438  -1.716
H  -1.680  -2.661  -2.640
O  -0.380  3.081  1.385
H  0.571  3.075  1.511
H  -0.621  2.197  1.098
H  -0.666  3.716  0.724
O  -4.110  -3.829  2.363
H  -4.781  -4.382  1.957
H  -3.734  -3.261  1.687
H  -4.620  -3.284  2.967
Mn  -1.877  -0.603  1.152
C  0.143  -0.069  -0.203
O  1.035  0.343  -0.893
O  -0.385  0.745  0.652
O  -0.343  -1.175  -0.263
C  -1.920  -0.711  3.684
O  -1.199  -1.356  2.997
O  -2.471  -1.115  4.685
O  -2.395  0.209  3.022
P  -4.164  -1.249  -0.008
O  -3.419  0.144  -0.013
O  -4.176  -1.804  -1.475
O  -5.426  -1.162  0.898
O  -3.153  -2.061  0.839
O  3.199  1.802  4.982
H  2.451  1.303  4.651
H  3.964  1.362  4.612
O  3.569  0.074  0.356
H  2.888  0.434  -0.211
H  3.702  -0.818  0.035
O  -4.324  2.354  0.310
H  -4.299  2.493  1.257
H  -4.060  1.441  0.195
O  -1.756  -4.238  0.097
H  -0.851  -3.925  0.074
H  -2.268  -3.471  0.354
O  4.428  -1.332  -4.319
H  4.261  -1.635  -3.426
H  3.671  -0.785  -4.531
O  -0.978  -4.198  -3.143
H  -0.109  -4.260  -3.539
H  -1.197  -5.098  -2.902
O  -3.294  5.605  0.464
H  -2.897  4.829  0.860
H  -4.210  5.362  0.327
O  1.739  -0.216  -5.081
H  1.605  -0.894  -4.419
H  0.909  -0.176  -5.555
O  0.064  2.292  4.973
H  -0.672  2.903  4.954
H  -0.228  1.583  5.546
O  0.993  -2.876  1.887
H  1.331  -2.151  1.360
H  0.202  -2.527  2.296
O  0.038  3.390  -5.796
H  0.374  3.227  -4.915
H  0.721  3.054  -6.378
O  2.325  -4.776  -2.842
H  1.635  -4.113  -2.849
H  2.903  -4.529  -3.564
O  1.851  0.333  2.946
H  2.219  0.641  2.118
H  0.982  0.732  2.986
O  -1.212  4.153  -0.962
H  -0.790  4.316  -1.806
H  -2.078  4.552  -1.046
O  -2.511  1.557  -2.019
H  -3.031  1.062  -1.386
H  -2.774  2.468  -1.885
O  -0.965  0.390  -6.090
H  -0.786  0.525  -5.159
H  -1.491  1.148  -6.345
O  2.128  3.144  1.816
H  2.750  3.154  1.089
H  2.587  3.585  2.531
O  1.379  -4.360  -0.247
H  0.996  -3.615  0.215
H  0.861  -5.112  0.040
O  5.800  2.792  -2.613
H  5.101  2.137  -2.632
H  5.350  3.627  -2.743
O  -0.391  0.704  -3.302
H  -1.105  1.047  -2.765
H  0.341  0.605  -2.693
O  4.339  3.358  0.228
H  4.012  2.674  -0.357
H  5.195  3.592  -0.131
O  3.599  -1.464  3.705
H  4.092  -0.853  4.253
H  2.960  -0.916  3.249
O  1.889  -1.842  -2.623
H  1.242  -1.379  -2.090
H  2.541  -2.151  -1.994
O  3.232  1.668  -2.184
H  3.360  1.029  -2.885
H  2.394  1.425  -1.788
O  1.548  3.799  -3.448
H  1.737  4.571  -2.915
H  2.291  3.215  -3.299
O  1.026  -1.387  4.979
H  1.920  -1.492  4.652
H  0.483  -1.369  4.191
O  -1.483  -3.946  4.094
H  -1.759  -3.062  3.853
H  -0.678  -3.817  4.596
O  3.786  -2.836  -0.885
H  4.051  -3.036  0.013
H  3.240  -3.578  -1.145
O  -3.313  2.928  2.800
H  -2.787  2.171  3.058
H  -3.425  3.430  3.607

Charge: -1
Multiplicity: 6
Expectation value of S²: 8.753
Orbital gap (alpha / beta), eV: 5.6570 / 6.9360
Maximum force, hartree/bohr: 0.21434
Molecular weight, g mol⁻¹: 868.45

=====

# 4
Density functional theory data (ωB97M-V/def2-TZVPD) for a 2-piece molecular cluster, C2H7B overall.

Geometry (Å):
B  0.239  0.445  -2.402
C  -0.947  -0.204  -2.494
C  0.382  0.035  2.010
H  1.331  0.900  -2.391
H  -1.740  0.188  -1.715
H  1.402  -0.104  2.420
H  -1.182  -0.861  -3.292
H  -0.057  -0.917  1.887
H  0.381  0.610  1.102
H  -0.200  0.666  2.638

SMILES: B=C.C
Orbital gap, eV: 9.5667
Maximum force, hartree/bohr: 0.06204
Molecular weight, g mol⁻¹: 41.89

=====

# 5
Density functional theory data (ωB97M-V/def2-TZVPD) for a 2-piece molecular cluster, C2H7BO2 overall.

Geometry (Å):
B  -0.588  0.134  1.029
C  -1.892  -0.092  0.172
C  1.918  0.312  1.111
O  0.349  -0.408  -2.170
O  0.589  0.396  1.012
H  -2.649  0.523  0.605
H  -2.098  -1.117  0.127
H  -1.641  0.214  -0.829
H  1.254  -0.312  -2.559
H  2.305  1.142  1.669
H  2.136  -0.637  1.115
H  0.318  -0.155  -1.281

Orbital gap (alpha / beta), eV: 6.3910 / 6.7616
Maximum force, hartree/bohr: 0.10133
Molecular weight, g mol⁻¹: 73.89

=====

# 6
Density functional theory data (ωB97M-V/def2-TZVPD) for a 3-piece molecular cluster, C2H7BO2S overall.

Geometry (Å):
B  1.768  0.872  0.809
C  -1.286  -2.085  -0.389
C  -0.241  2.213  1.531
O  -0.429  -1.374  0.000
O  0.972  1.858  0.903
S  2.898  -0.242  0.603
H  -1.107  -3.151  -0.955
H  0.793  -1.238  -3.693
H  -2.371  -1.920  -0.386
H  -0.915  2.575  0.804
H  0.014  3.130  2.200
H  -0.689  1.334  2.178
H  0.591  -1.974  -3.606

SMILES: [H][H].COB=S.C=O
Orbital gap, eV: 9.6914
Maximum force, hartree/bohr: 0.07665
Molecular weight, g mol⁻¹: 105.95

=====

# 7
Density functional theory data (ωB97M-V/def2-TZVPD) for C2H7BO3 in the gas phase.

Geometry (Å):
B  -1.517  0.056  0.070
C  2.233  -0.156  -0.276
C  -0.021  0.059  0.558
O  -1.813  -0.931  -0.815
O  -2.240  1.138  0.395
O  0.863  -0.026  -0.589
H  2.895  0.315  -1.004
H  2.537  -1.139  0.012
H  2.522  0.494  0.538
H  0.085  0.912  1.226
H  0.301  -1.008  1.033
H  -2.630  -1.072  -1.382
H  -3.214  1.358  0.235

SMILES: COCB(O)O
Orbital gap, eV: 9.7726
Maximum force, hartree/bohr: 0.07818
Molecular weight, g mol⁻¹: 89.89

=====

# 8
Density functional theory data (ωB97M-V/def2-TZVPD) for an isolated ion of composition C2H7BrNO and charge +1.

Geometry (Å):
C  0.030  -0.806  -0.034
C  -0.912  0.430  0.220
N  1.421  -0.325  0.022
O  -0.570  1.617  -0.471
Br  -2.816  -0.147  0.035
H  -0.135  -1.558  0.794
H  -0.298  -1.354  -0.924
H  -0.772  0.673  1.343
H  1.754  0.214  -0.830
H  2.090  -1.060  0.221
H  1.275  0.388  0.842
H  -1.067  1.928  -1.218

SMILES: [NH3+]C[C@@H](O)Br
Charge: +1
Orbital gap, eV: 10.4014
Maximum force, hartree/bohr: 0.05323
Molecular weight, g mol⁻¹: 140.99

=====

# 9
Density functional theory data (ωB97M-V/def2-TZVPD) for an isolated ion of composition C2H7Cl2N2 and charge +1.

Geometry (Å):
C  -0.808  0.127  -0.083
C  0.721  0.043  -0.413
N  0.921  0.110  -1.772
N  -0.861  -0.158  1.425
Cl  1.241  -1.711  0.231
Cl  1.570  1.317  0.558
H  -1.274  -0.560  -0.781
H  -1.327  1.035  -0.037
H  1.826  0.541  -2.092
H  0.286  -0.412  -2.296
H  -0.072  0.522  1.800
H  -0.385  -1.046  1.718
H  -1.838  0.192  1.742

SMILES: NC(Cl)(Cl)C[NH3+]
Charge: +1
Orbital gap, eV: 10.7327
Maximum force, hartree/bohr: 0.07720
Molecular weight, g mol⁻¹: 130.00

=====

# 10
Density functional theory data (ωB97M-V/def2-TZVPD) for a 2-piece molecular cluster, C2H7Cl2N2P overall.

Geometry (Å):
C  -0.922  0.617  -1.105
C  0.458  -1.382  -0.682
N  0.970  -0.514  2.141
N  -0.382  -0.373  -0.138
P  0.065  0.363  1.222
Cl  -1.383  1.373  2.023
Cl  1.421  2.436  -0.283
H  -1.997  0.467  -1.043
H  -0.623  1.642  -0.848
H  -0.433  0.410  -2.052
H  -0.128  -1.950  -1.370
H  1.335  -1.005  -1.225
H  0.928  -1.794  0.278
H  0.692  -0.291  3.082

Orbital gap (alpha / beta), eV: 8.1650 / 8.1644
Maximum force, hartree/bohr: 0.06082
Molecular weight, g mol⁻¹: 160.97

=====

# 11
Density functional theory data (ωB97M-V/def2-TZVPD) for an isolated ion of composition C2H7ClIN4 and charge +1.

Geometry (Å):
C  -0.827  0.523  0.390
C  -0.299  1.604  1.338
N  -1.779  -0.184  0.676
N  0.057  0.570  -0.804
N  1.148  -1.663  -0.989
N  0.272  -0.629  -1.454
Cl  1.191  0.934  2.191
I  0.715  -2.777  1.052
H  -1.213  1.756  1.909
H  0.069  2.512  0.642
H  -2.183  -0.974  0.202
H  0.883  1.030  -0.339
H  2.025  -1.286  -0.934
H  -0.647  -1.136  -1.451
H  0.588  -0.280  -2.429

SMILES: [H]/N=C(/CCl)N[NH2+]NI
Charge: +1
Orbital gap, eV: 7.6483
Maximum force, hartree/bohr: 0.07353
Molecular weight, g mol⁻¹: 249.46

=====

# 12
Density functional theory data (ωB97M-V/def2-TZVPD) for C2H7ClN2O as an isolated structure.

Geometry (Å):
C  -0.037  0.656  -1.882
C  1.161  -0.242  0.434
N  -1.168  -0.377  -0.173
N  -0.052  0.054  -0.692
O  1.201  0.560  1.581
Cl  -1.316  -0.533  2.690
H  -1.030  0.586  -2.312
H  0.919  0.716  -2.294
H  2.057  -0.006  -0.137
H  1.119  -1.284  0.526
H  -1.410  -0.248  0.960
H  -1.965  -0.209  -0.832
H  0.522  0.327  2.131

Orbital gap, eV: 8.5652
Maximum force, hartree/bohr: 0.11499
Molecular weight, g mol⁻¹: 110.54

=====

# 13
Density functional theory data (ωB97M-V/def2-TZVPD) for C2H7ClN3 as an isolated structure.

Geometry (Å):
C  -0.310  0.194  -0.302
C  -0.469  0.671  0.853
N  0.245  1.304  -0.835
N  -0.302  1.962  0.324
N  -0.590  -1.137  -0.839
Cl  2.378  -1.903  1.900
H  1.483  -1.399  1.125
H  -0.934  0.426  1.727
H  0.149  1.623  -1.822
H  0.474  2.671  0.553
H  -0.873  -1.317  -1.860
H  -1.407  -1.356  -0.175
H  0.158  -1.737  -0.649

Charge: +1
Orbital gap, eV: 9.5773
Maximum force, hartree/bohr: 0.12491
Molecular weight, g mol⁻¹: 108.55

=====

# 14
Density functional theory data (ωB97M-V/def2-TZVPD) for an isolated ion of composition C2H7ClN3 and charge +1.

Geometry (Å):
C  0.273  0.649  -0.397
C  -0.068  -0.513  -1.342
N  0.262  1.092  0.857
N  -0.219  0.868  2.162
N  -1.023  -1.420  -1.058
Cl  1.810  -1.093  -1.040
H  0.768  1.390  -1.019
H  -0.063  -0.189  -2.378
H  0.725  2.000  0.916
H  0.457  1.170  2.853
H  -1.241  -2.100  -1.772
H  -1.096  -1.790  -0.123
H  -0.584  -0.064  2.340

SMILES: N/[NH+]=C\[C@H](N)Cl
Charge: +1
Orbital gap, eV: 9.7263
Maximum force, hartree/bohr: 0.04046
Molecular weight, g mol⁻¹: 108.55

=====

# 15
Density functional theory data (ωB97M-V/def2-TZVPD) for C2H7ClN3 as an isolated structure.

Geometry (Å):
C  0.219  -0.076  -0.891
C  1.034  0.227  0.298
N  0.348  -1.342  -0.571
N  0.951  -1.159  0.579
N  -1.577  1.087  0.108
Cl  2.778  0.598  -0.049
H  -0.199  0.482  -1.641
H  0.731  0.789  1.113
H  0.185  -2.244  -0.911
H  1.293  -1.926  1.109
H  -1.590  0.787  1.051
H  -2.432  0.621  -0.207
H  -1.741  2.157  0.011

Charge: +1
Orbital gap, eV: 9.1714
Maximum force, hartree/bohr: 0.06957
Molecular weight, g mol⁻¹: 108.55

=====

# 16
Density functional theory data (ωB97M-V/def2-TZVPD) for a 2-piece molecular cluster, C2H7ClNO2P overall.

Geometry (Å):
C  1.459  -1.308  -0.857
C  -2.557  0.609  -0.289
N  1.291  -0.980  0.635
O  3.062  1.265  0.598
O  -1.263  0.030  0.022
P  1.940  0.442  1.004
Cl  0.963  1.347  2.443
H  0.617  -0.722  -1.289
H  2.501  -0.980  -1.164
H  1.395  -2.342  -0.848
H  -3.352  0.237  0.344
H  -2.785  0.436  -1.380
H  -2.604  1.728  -0.156
H  -0.666  0.239  0.938

Orbital gap, eV: 9.9307
Maximum force, hartree/bohr: 0.09779
Molecular weight, g mol⁻¹: 143.51